Record 1
DFT (wB97M-V/def2-TZVPD) results for a 2-piece molecular cluster, C3H12N4 overall.

```
! wB97M-V def2-TZVPD RIJCOSX def2/J DEFGRID3
* xyz 2 1
C -0.70082 -0.92354 0.16435
C -0.21850 -1.60050 1.35281
C -0.10643 1.91108 -0.29924
N -0.02231 -1.05518 -0.97597
N 0.10255 0.91168 0.67471
N -0.55068 -0.71411 -2.18470
N 1.19846 0.89918 1.34199
H -1.70335 -0.53472 0.21598
H 0.91044 -1.55222 1.29046
H -0.64925 -2.56053 1.17867
H -0.59648 -1.07005 2.17830
H -1.01670 1.68655 -0.91069
H -0.38905 2.97664 0.04340
H 0.68082 2.27865 -0.95079
H 0.81374 -1.60939 -1.18526
H 0.06570 -0.64977 -2.99036
H -1.35696 -0.15111 -2.17332
H 2.03894 1.64701 1.37016
H 1.49991 0.11033 1.85950
*
```

Computed properties:
ΔE to the lowest compared entry with this formula, charge and spin	151.9	kcal/mol
LUMO (spin up / spin down)	-11.068 / -11.067	eV
Kohn-Sham gap (spin up / spin down)	0.249 / 0.249	hartree
largest force on an atom	0.0815	hartree/bohr

Record 2
DFT (wB97M-V/def2-TZVPD) results for a 5-piece molecular cluster, C36H48ClF3N6O4 overall.

```
! wB97M-V def2-TZVPD RIJCOSX def2/J DEFGRID3
* xyz 0 1
C -3.11573 0.90221 0.18165
O -2.11679 1.26400 -0.75877
C -2.37792 0.71503 -2.03963
C -1.33968 1.19189 -3.01849
C 0.11112 0.93241 -2.59086
C 0.39685 -0.38719 -1.87722
C -0.07228 -1.64261 -2.62660
C -0.22735 -2.83237 -1.69848
Cl -1.48941 -2.49543 -0.46804
C 1.20701 -3.20029 -1.16214
O 1.52595 -2.98509 0.15454
C 0.93027 -3.88393 1.08793
C 1.91472 -4.26637 2.16176
N 2.67396 -3.11697 2.66071
C 1.86868 -2.11779 3.36897
C 1.53992 -0.81255 2.61787
C 2.52760 -0.41585 1.54241
O 0.23136 -0.80441 2.04890
N 1.52551 -4.54420 -1.71207
C 0.71287 -4.66401 -2.85812
O 1.06960 -5.01778 -3.96027
C -0.63435 -4.17739 -2.34416
C -1.87747 -4.26627 -3.21822
F -2.36048 -3.06403 -3.61524
F -1.66678 -5.03068 -4.32989
F -2.88071 -4.87673 -2.50305
H -2.64502 0.40260 1.02391
H -3.61370 1.79820 0.54022
H -3.84580 0.22866 -0.25358
H -2.43087 -0.36970 -1.97255
H -3.35892 1.05003 -2.38740
H -1.52593 0.70559 -3.97349
H -1.47058 2.26113 -3.15313
H 0.36961 1.71941 -1.88640
H 0.77870 1.06932 -3.43736
H 0.02950 -0.33276 -0.85904
H 1.47979 -0.45866 -1.79476
H -0.98491 -1.44453 -3.17034
H 0.68201 -1.88361 -3.37303
H 1.87766 -2.52891 -1.69270
H 0.07956 -3.38766 1.54777
H 0.55040 -4.77598 0.59711
H 2.61765 -4.98893 1.77688
H 1.33191 -4.69593 2.98032
H 3.33651 -3.45975 3.33726
H 2.33247 -1.85090 4.31227
H 0.90180 -2.56961 3.62687
H 1.54572 -0.02420 3.37357
H 3.33765 -1.12298 1.41956
H 2.97105 0.54894 1.76857
H 2.01766 -0.30072 0.59454
H -0.37729 -1.18094 2.68406
H 2.48884 -4.58537 -2.02261
H -0.81195 -4.82028 -1.49066
C -0.91266 5.25343 2.09461
C -1.94806 6.17128 2.16967
C -2.96226 6.10241 1.22567
N -2.99465 5.20132 0.24429
C -1.98927 4.32714 0.18431
C -0.93173 4.30900 1.08203
H -0.10373 5.27406 2.81421
H -1.97210 6.92666 2.94341
H -3.78985 6.80426 1.24626
H -2.03934 3.60347 -0.61860
H -0.14694 3.57055 0.98580
C 1.92615 -9.83493 0.28247
C 3.11294 -9.19785 0.60475
C 3.05028 -8.01986 1.33288
N 1.91250 -7.46215 1.74039
C 0.78127 -8.08753 1.42115
C 0.73221 -9.26986 0.69893
H 1.93151 -10.75658 -0.28474
H 4.06743 -9.60287 0.29862
H 3.95716 -7.48985 1.60609
H -0.13135 -7.61064 1.76372
H -0.21726 -9.73321 0.46953
C -6.94121 11.02188 1.78965
C -7.33835 9.70016 1.90545
C -6.53837 8.72050 1.33690
N -5.40878 8.97792 0.68185
C -5.04236 10.25305 0.57828
C -5.76754 11.30760 1.11203
H -7.53692 11.81651 2.22010
H -8.24787 9.43161 2.42468
H -6.81164 7.67309 1.40615
H -4.11965 10.43296 0.03763
H -5.41984 12.32496 0.99786
C 6.43371 1.64252 -1.87924
C 6.84787 2.37239 -0.77757
C 5.88619 2.81391 0.11884
N 4.58388 2.57859 -0.01982
C 4.20285 1.87733 -1.08463
C 5.08186 1.38721 -2.03850
H 7.15270 1.27867 -2.60194
H 7.89305 2.59581 -0.61415
H 6.16845 3.38641 0.99558
H 3.13544 1.70187 -1.17084
H 4.71429 0.82073 -2.88309
*
```

Computed properties:
LUMO	0.535	eV
SMILES	COCCCCC[C@]1(Cl)[C@@H](OCCNC[C@@H](C)O)NC(=O)[C@@H]1C(F)(F)F.c1ccncc1.c1ccncc1.c1ccncc1.c1ccncc1
Kohn-Sham gap	0.346	hartree
largest force on an atom	0.0258	hartree/bohr

Record 3
DFT (wB97M-V/def2-TZVPD) results for a 4-piece molecular cluster, C22H50N3O5P overall.

```
! wB97M-V def2-TZVPD RIJCOSX def2/J DEFGRID3
* xyz 0 1
C -2.71044 -4.23704 -2.50359
C -2.38454 -2.86833 -1.71620
C -2.65109 -1.57603 -2.64826
C -3.82943 -0.65665 -2.15318
C -3.61215 0.23546 -0.86265
P -1.85869 0.58274 -0.26115
C -0.29384 -0.43210 -0.52675
C -2.29440 -0.29605 1.38722
C -1.09349 -0.46295 2.42580
C -0.85542 -2.04187 2.61599
O -1.83093 -2.56923 3.56758
C -1.80131 -4.00222 3.56465
C -1.54337 1.66235 -1.82394
C -0.30042 2.73948 -1.46491
C 1.19378 2.19138 -1.88839
O 0.38790 3.32570 -2.64298
H -3.63336 -4.16341 -3.13996
H -2.77734 -5.04575 -1.70774
H -1.77814 -4.49564 -3.10010
H -1.25663 -2.88728 -1.57569
H -2.94983 -2.81341 -0.74435
H -2.98129 -2.02092 -3.64587
H -1.68956 -1.02843 -2.88536
H -4.16966 0.00897 -3.00480
H -4.71323 -1.34728 -1.94668
H -4.21027 -0.18473 0.00713
H -4.09178 1.24971 -1.06946
H -1.67729 1.80214 0.51783
H 0.56666 0.03614 0.05385
H 0.04084 -0.41667 -1.60565
H -0.42477 -1.46224 -0.10154
H -3.15138 0.19216 1.94065
H -2.66547 -1.33997 1.10357
H -1.47094 -0.09963 3.43934
H -0.15915 0.11426 2.18855
H -1.04163 -2.62408 1.65444
H 0.16923 -2.31422 3.00221
H -1.21255 -4.45069 2.71506
H -1.36998 -4.40655 4.54025
H -2.84616 -4.45311 3.50043
H -2.40966 2.33791 -2.07001
H -1.10851 1.10750 -2.70164
H -0.38533 3.36045 -0.47873
H 2.06508 2.91143 -1.85315
H 1.19728 1.26257 -2.53343
C 4.25754 2.32452 1.66230
N 3.16739 1.37224 1.64272
C 3.22525 0.02422 1.79173
C 4.57423 -0.60750 2.00572
O 2.19427 -0.63682 1.74966
H 4.07408 3.04059 2.46606
H 4.26836 2.85666 0.70833
H 5.21976 1.84376 1.81864
H 2.23038 1.72096 1.50362
H 4.45354 -1.68510 2.10688
H 5.22218 -0.41058 1.14951
H 5.02899 -0.22268 2.92035
C 3.42707 1.04417 -5.83151
N 2.25042 0.34105 -5.36315
C 1.78404 -0.87555 -5.75416
C 2.55733 -1.62384 -6.80663
O 0.76463 -1.32757 -5.25126
H 4.08432 1.22469 -4.97815
H 3.11339 2.00447 -6.24600
H 3.96604 0.48231 -6.58987
H 1.67958 0.78005 -4.65616
H 2.06134 -2.57172 -7.00956
H 2.59058 -1.04548 -7.73190
H 3.56945 -1.83129 -6.45404
C -1.75702 3.33306 5.13396
N -0.39073 3.39365 4.65558
C 0.70779 2.77422 5.16566
C 0.52737 1.90594 6.38129
O 1.79911 2.93210 4.63533
H -2.38698 2.94275 4.33175
H -2.08251 4.34621 5.37949
H -1.85651 2.69959 6.01138
H -0.19270 3.95745 3.84269
H 1.48976 1.48366 6.66609
H 0.14937 2.50001 7.21560
H -0.15846 1.08593 6.15960
*
```

Computed properties:
LUMO	0.619	eV
SMILES	CCCCC[PH](C)(CCCOC)C[C@H]1CO1.CNC(C)=O.CNC(C)=O.CNC(C)=O
Kohn-Sham gap	0.305	hartree
largest force on an atom	0.0899	hartree/bohr